This record from the Open Molecules 2025 dataset describes a 7-piece molecular cluster, C29H54ClN2O19 overall. The level of theory is the ωB97M-V functional and the def2-TZVPD basis.

Values from the calculation:
HOMO = -11.850 eV
Total charge = +1
Frontier orbital gap = 8.385 eV

XYZ file:
```
105
C29H54ClN2O19 the ωB97M-V functional and the def2-TZVPD basis
O -5.27227 5.51345 2.08478
C -4.53625 5.12342 1.18874
Cl -5.17573 4.06814 -0.14965
C -3.02933 5.55172 1.28219
N -2.13935 4.40438 1.60973
C -0.75961 4.67031 1.59848
C -0.21004 3.38400 1.98351
N -1.29280 2.51988 2.18528
C -2.49192 3.13916 1.94760
H -2.71488 6.10820 0.35803
H -2.92357 6.28442 2.13121
H -0.25696 5.63000 1.36802
H 0.87406 3.19427 2.10845
H -1.19183 1.55244 2.49284
H -3.53330 2.76116 2.02452
C 4.36595 -2.18061 0.77249
C 4.03075 -1.17395 1.85227
O 2.68187 -0.69489 1.70638
C 1.73272 -1.49772 2.19316
O 1.90413 -2.55450 2.73851
O 0.53928 -0.92433 1.95173
C -0.57675 -1.71554 2.36923
H 4.16299 -1.76524 -0.21705
H 5.41670 -2.46799 0.82733
H 3.75742 -3.08056 0.87146
H 4.68101 -0.30347 1.75709
H 4.18996 -1.58707 2.84995
H -0.48247 -2.01145 3.41406
H -0.67391 -2.59287 1.72973
H -1.47483 -1.10582 2.26254
C 9.77108 -6.27379 1.28693
C 9.42562 -5.26439 2.36260
O 8.07902 -4.79178 2.20792
C 7.12770 -5.59681 2.69278
O 7.30244 -6.65256 3.24328
O 5.93834 -5.02990 2.44317
C 4.82156 -5.81846 2.85534
H 9.57190 -5.86183 0.29521
H 10.82299 -6.55700 1.34768
H 9.16519 -7.17581 1.38538
H 10.07324 -4.39169 2.26793
H 9.58088 -5.67354 3.36273
H 4.90860 -6.10960 3.90208
H 4.72958 -6.69905 2.21858
H 3.92630 -5.20836 2.73951
C -8.11671 2.79911 -1.87837
C -6.77583 2.60382 -2.55834
O -6.85146 1.57000 -3.54293
C -7.37066 1.93922 -4.72382
O -7.75535 3.04240 -5.01286
O -7.40055 0.86449 -5.51648
C -7.99201 1.10180 -6.79578
H -8.48662 1.85152 -1.48144
H -8.03462 3.51763 -1.06052
H -8.86410 3.16396 -2.58349
H -6.03645 2.27864 -1.82352
H -6.40803 3.53460 -2.99715
H -7.52309 1.94877 -7.29635
H -9.06436 1.26601 -6.68741
H -7.83449 0.21143 -7.40183
C 11.88012 -5.05868 -5.29829
C 12.21824 -5.92995 -4.10560
O 11.11500 -5.99571 -3.19134
C 10.14842 -6.86068 -3.51840
O 10.13367 -7.57685 -4.48586
O 9.18737 -6.77952 -2.58830
C 8.05715 -7.61122 -2.84894
H 11.53532 -4.07597 -4.96969
H 12.75224 -4.93109 -5.94148
H 11.07630 -5.49828 -5.89046
H 13.05120 -5.49078 -3.55492
H 12.52730 -6.93054 -4.41360
H 8.35810 -8.64518 -3.01738
H 7.50065 -7.22918 -3.70552
H 7.41357 -7.57722 -1.97103
C -5.66677 -2.76991 6.09867
C -6.03816 -1.35337 5.71070
O -5.22188 -0.88957 4.62208
C -5.60086 -1.29600 3.40641
O -6.54780 -1.98912 3.15134
O -4.72413 -0.80514 2.51254
C -4.97502 -1.21558 1.16648
H -4.59651 -2.84365 6.30283
H -6.21862 -3.08297 6.98591
H -5.88728 -3.46921 5.29101
H -5.84780 -0.68155 6.54862
H -7.09799 -1.26874 5.46418
H -6.00153 -0.99843 0.87135
H -4.75989 -2.27807 1.05118
H -4.30399 -0.65229 0.51828
C -3.30489 9.98891 -3.22453
C -4.56465 10.67924 -2.74256
O -5.57374 9.71883 -2.39625
C -5.44938 9.16165 -1.19140
O -4.58548 9.39752 -0.38141
O -6.44242 8.27565 -1.03829
C -6.39035 7.56299 0.19299
H -3.53441 9.29523 -4.03601
H -2.57695 10.71997 -3.57909
H -2.84607 9.40534 -2.42457
H -4.97942 11.28789 -3.54655
H -4.36130 11.34796 -1.90424
H -6.33291 8.24594 1.04102
H -5.55011 6.87996 0.20201
H -7.30547 6.97958 0.28467
```

This record from the Open Molecules 2025 dataset describes one molecule with the formula C4H8N4O2P2. The level of theory is the ωB97M-V functional and the def2-TZVPD basis.

Values from the calculation:
Energy relative to the best compared isomer or geometry (same formula, charge and spin) = 0.0 kJ/mol
HOMO = -8.006 eV
Frontier orbital gap = 8.128 eV

XYZ file:
```
20
C4H8N4O2P2 the ωB97M-V functional and the def2-TZVPD basis
C -2.71034 -0.47112 -0.48434
C 1.21033 1.27209 1.07332
C 2.41226 -0.18054 -1.46284
C 1.43721 -0.77757 -0.46127
N -2.77661 -1.20215 0.62946
N -1.73076 0.50103 -0.41866
N -0.04425 1.69043 1.58150
N 0.75427 0.13864 0.41551
O -3.40632 -0.72738 -1.43724
O 2.19425 1.98485 0.96728
P -2.07468 -0.74563 2.34347
P -0.84024 0.34299 1.02266
H 3.21514 0.38805 -0.86438
H 2.89980 -1.03705 -2.06496
H 1.92082 0.58601 -1.99135
H 0.48840 -1.28615 -0.85659
H 1.95207 -1.59053 0.09768
H -3.07755 -2.17059 0.51654
H -1.80797 1.18942 -1.17391
H -0.01583 2.09521 2.56814
```

This record from the Open Molecules 2025 dataset describes one molecule with the formula C4H6BrNO. The level of theory is the ωB97M-V functional and the def2-TZVPD basis.

Values from the calculation:
Energy relative to the best compared isomer or geometry (same formula, charge and spin) = 70.6 kJ/mol
HOMO = -9.571 eV
Frontier orbital gap = 10.215 eV

XYZ file:
```
13
C4H6BrNO the ωB97M-V functional and the def2-TZVPD basis
C 1.12269 2.07282 0.14922
C 0.39355 1.07197 0.59393
Br 0.52509 0.56925 2.45294
C -0.51670 0.25910 -0.27627
N -0.71656 -1.07413 0.25503
C -0.48922 -2.16173 -0.63199
O -0.11031 -1.99634 -1.77160
H 1.81938 2.66577 0.83434
H 1.18755 2.28635 -0.92550
H -1.52297 0.66121 -0.35562
H 0.11693 0.06363 -1.33321
H -1.25046 -1.19803 1.12565
H -0.55897 -3.21989 -0.11691
```